(1)
80
Properties=species:S:1:pos:R:3 method="wB97M-V/def2-TZVPD" energy_ev=-57959.22807 relative_energy_kj_mol=208.1 total_charge=-2 max_force_ev_per_a=4.3 homo_lumo_gap_ha="0.10402 / 0.09796" homo_energy_ha="0.0575 / 0.0636"
Sn -0.74698 -0.08578 -0.32051
N 0.31302 -3.00893 2.88193
N -0.27499 -2.63997 -1.76499
C 0.75869 2.00283 -0.46400
C 1.89127 1.18612 -0.11322
C 1.73907 0.77105 1.24671
C 2.57262 -0.20149 1.98884
H 3.49162 -0.44215 1.43728
H 2.03674 -1.14492 2.18420
H 2.86068 0.22319 2.96536
C 0.53019 1.33372 1.76306
C 0.05313 1.25632 3.16895
H 0.44440 2.11225 3.74948
H 0.40165 0.33889 3.67025
H -1.04495 1.29393 3.24554
C -0.08923 2.10913 0.71570
C -1.27305 3.01298 0.88206
H -2.10790 2.47969 1.37412
H -1.62986 3.41263 -0.08397
H -1.01070 3.87883 1.52298
C 3.02820 0.87910 -1.01232
H 3.82566 1.62654 -0.85811
H 2.74562 0.92114 -2.07554
H 3.45809 -0.11149 -0.80502
C 0.55374 2.72836 -1.75287
H -0.50250 3.00865 -1.89654
H 0.86116 2.10964 -2.61200
H 1.15107 3.65951 -1.77992
C -0.41993 -3.77524 3.71254
H -0.10137 -3.76785 4.76276
C -1.56481 -4.53851 3.33954
H -2.16286 -5.10340 4.04360
C -1.92351 -4.55265 1.94192
H -2.76578 -5.10747 1.55850
C -1.22493 -3.75116 1.06445
H -1.28736 -3.73373 -0.05844
C -0.17740 -2.84278 1.59120
C 0.38356 -1.71522 0.81284
H 1.38905 -2.16870 0.30242
C -0.61140 -1.42113 -2.21766
C 0.18799 -3.23034 -2.90395
H 0.62851 -4.17942 -2.66868
C 0.15583 -2.43988 -4.06308
H 0.37273 -2.74620 -5.10896
N -0.44958 -1.22699 -3.64311
C -0.54430 -0.03408 -4.37998
C 0.56136 0.32543 -5.16316
C 0.41333 1.49392 -5.91699
H 1.21310 1.74626 -6.60172
C -0.74470 2.25780 -5.81436
C -0.92332 3.43604 -6.69772
H -1.43944 4.23556 -6.16935
H -1.51149 3.19654 -7.58772
H 0.04780 3.79404 -7.03004
C -1.74371 1.92746 -4.90009
H -2.63835 2.52387 -4.79217
C -1.66597 0.76208 -4.14490
C -2.75077 0.35966 -3.18123
H -2.95002 -0.72195 -3.15885
H -3.67316 0.85571 -3.51293
H -2.57992 0.70188 -2.13933
C 1.84051 -0.45817 -5.13137
H 1.71772 -1.50021 -5.47206
H 2.33096 -0.48462 -4.13394
H 2.52996 0.03760 -5.82993
S -2.80877 -1.16524 0.32690
C -3.32404 -1.00692 1.98772
N -4.67637 -0.92972 2.19549
C -5.27599 -1.26872 3.49385
C -4.34571 -0.85326 4.60814
C -2.94926 -1.39457 4.38052
N -2.49529 -1.05260 3.02914
H -5.23555 -0.95288 1.36502
H -5.46780 -2.35234 3.52233
H -6.23716 -0.74660 3.55798
H -4.72101 -1.23597 5.55841
H -4.31364 0.24029 4.68223
H -2.92406 -2.48923 4.51008
H -2.22783 -0.95223 5.07646
H -1.52532 -1.29424 2.79596


(2)
18
Properties=species:S:1:pos:R:3 method="wB97M-V/def2-TZVPD" energy_ev=-9911.05090 relative_energy_kj_mol=114.9 total_charge=0 max_force_ev_per_a=3.3 homo_lumo_gap_ha=0.35868 smiles="CC(=O)O.CCN" homo_energy_ha=-0.3285
C -0.14360 -0.41119 -2.38981
C -0.70642 0.83922 -1.70499
O -1.11650 1.85511 -2.16357
O -0.37891 0.65939 -0.35563
H 0.75239 -0.13045 -2.97594
H -0.80081 -0.87492 -3.14065
H 0.19486 -1.10117 -1.60938
H -0.96927 1.35126 0.01832
C -0.07348 -1.86007 2.33715
C 0.53607 -0.41481 2.35478
N 1.59074 -0.28295 1.34238
H 0.22455 -2.28387 1.36176
H -1.15400 -1.75836 2.28912
H 0.30141 -2.41328 3.20221
H -0.25753 0.31147 2.18584
H 0.89621 -0.27342 3.37745
H 2.15586 0.54779 1.41587
H 2.12637 -1.13873 1.35656


(3)
13
Properties=species:S:1:pos:R:3 method="wB97M-V/def2-TZVPD" energy_ev=-7796.59238 relative_energy_kj_mol=294.5 total_charge=0 max_force_ev_per_a=0.3 homo_lumo_gap_ha=0.38673 smiles=C[C@@H]1O[C@]12CN2 homo_energy_ha=-0.3454
C 0.16386 1.40053 1.24670
C -0.44453 0.05758 0.95529
O 0.53544 -1.02549 0.89297
C -0.12830 -0.64326 -0.26359
C 0.27655 -0.47048 -1.64935
N -0.77490 -1.45555 -1.23031
H 0.38960 1.49293 2.31343
H 1.09891 1.49809 0.68674
H -0.50504 2.21860 0.96065
H -1.36778 -0.20661 1.47157
H 1.24842 -0.84029 -1.96603
H -0.11689 0.36672 -2.22129
H -0.37533 -2.39279 -1.19679


(4)
7
Properties=species:S:1:pos:R:3 method="wB97M-V/def2-TZVPD" energy_ev=-27295.08978 relative_energy_kj_mol=181.9 total_charge=0 max_force_ev_per_a=1.2 homo_lumo_gap_ha=0.30869 homo_energy_ha=-0.3446
C -1.56027 0.11329 -0.32784
C 1.18210 -0.52501 0.32481
N -1.47303 0.38119 0.83504
O -1.66816 -0.04394 -1.47721
S 2.02276 0.97028 -0.09324
S 2.32140 -0.94665 -0.81211
H -0.82479 0.05085 1.55055


(5)
44
Properties=species:S:1:pos:R:3 method="wB97M-V/def2-TZVPD" energy_ev=-66804.65098 total_charge=-1 max_force_ev_per_a=1.5 homo_lumo_gap_ha=0.21354 homo_energy_ha=-0.1390
Pt -0.42588 -0.76864 -0.09397
Cl 2.79229 -6.89365 -1.30835
C 1.87599 -5.66220 -0.49483
C 1.48265 -4.53610 -1.19943
C 0.74954 -3.52375 -0.57788
N 0.44072 -2.28843 -1.13944
C 0.47740 -2.05292 -2.47909
O 1.13029 -2.65833 -3.32492
C -0.48269 -0.98568 -2.86677
C -0.65815 -0.57942 -4.18040
C -1.64807 0.32990 -4.49054
C -2.46969 0.79838 -3.46657
C -2.23995 0.36375 -2.17895
N -1.26046 -0.49306 -1.87689
C 0.29816 -3.73154 0.76957
C 0.80520 -4.83360 1.48853
C 1.56951 -5.79230 0.85803
Cl 2.12337 -7.16308 1.76888
N -0.57302 -2.84720 1.28221
C -0.62573 -2.49643 2.58612
O -1.18652 -3.05959 3.50907
C 0.17359 -1.23025 2.78792
C 0.54122 -0.80790 4.05588
C 1.43523 0.23338 4.20182
C 1.95769 0.82461 3.05675
C 1.53517 0.36837 1.82578
N 0.66096 -0.63101 1.67914
H 1.77592 -4.42441 -2.23014
H 0.00283 -0.99289 -4.92955
H -1.78764 0.67457 -5.50647
H -3.27150 1.49632 -3.65808
H -2.84669 0.70503 -1.35137
H 0.51558 -4.94812 2.52408
H 0.12815 -1.33497 4.90461
H 1.73142 0.57732 5.18405
H 2.67611 1.62951 3.11807
H 1.89776 0.81416 0.90982
O -1.52140 0.80549 0.62022
N -1.90610 0.71320 1.84867
C -3.01178 1.34479 2.10862
C -3.78875 2.01382 1.11177
N -4.38992 2.52551 0.27503
C -3.47548 1.39465 3.45593
N -3.87341 1.50192 4.52947


(6)
8
Properties=species:S:1:pos:R:3 method="wB97M-V/def2-TZVPD" energy_ev=-25280.08275 relative_energy_kj_mol=240.0 total_charge=0 max_force_ev_per_a=7.5 homo_lumo_gap_ha=0.27213 homo_energy_ha=-0.3341
S 2.37515 -0.24593 -0.09814
C 0.77792 -0.12149 0.22476
C 0.01122 0.95869 0.08989
N -1.28169 0.95966 -0.13422
S -1.95938 -0.52581 0.00797
H 0.20402 -1.11981 0.53865
H 0.68501 1.98240 0.36694
H -3.30433 -0.25559 -0.41122